{
  "formula": "C22H20F2N4O2PS3SbTc",
  "method": "ωB97M-V with the def2-TZVPD basis set",
  "elements": ["Tc", "S", "Sb", "S", "S", "F", "C", "C", "C", "C", "C", "F", "C", "C", "C", "C", "C", "C", "N", "H", "H", "H", "H", "H", "H", "N", "C", "C", "C", "C", "C", "C", "C", "C", "C", "H", "H", "H", "H", "N", "C", "P", "O", "O", "C", "N", "H", "H", "H", "H", "H", "H", "H", "H", "H", "H"],
  "positions_angstrom": [[0.3557, -0.0578, 0.2915], [-0.9234, -4.3545, 1.3506], [1.1483, -3.7482, 0.8180], [0.6678, -2.4000, -1.3229], [1.3048, -1.4119, 2.0382], [1.4609, 3.5585, 4.1101], [0.8111, 3.2605, 2.9831], [1.1239, 2.0768, 2.3319], [0.4516, 1.7833, 1.1611], [-0.4993, 2.6813, 0.6269], [-0.7880, 3.8199, 1.3587], [-1.7505, 4.6639, 0.9237], [-0.1514, 4.1427, 2.5347], [-1.0615, 2.3396, -0.6860], [-1.8825, 3.1237, -1.4904], [-2.2507, 2.6577, -2.7431], [-1.7986, 1.4253, -3.1930], [-0.9841, 0.6948, -2.3578], [-0.6357, 1.1389, -1.1444], [1.8645, 1.4136, 2.7578], [-0.3909, 5.0456, 3.0791], [-2.1949, 4.0980, -1.1502], [-2.8795, 3.2697, -3.3787], [-2.0543, 1.0418, -4.1702], [-0.5919, -0.2743, -2.6405], [7.5770, -3.5473, -5.2128], [6.6847, -3.1898, -4.5833], [5.5601, -2.7373, -3.7873], [5.4802, -3.0859, -2.4444], [4.4045, -2.6576, -1.6854], [3.4084, -1.8814, -2.2678], [3.4930, -1.5293, -3.6118], [4.5687, -1.9549, -4.3719], [2.2355, -1.4759, -1.4594], [1.8725, -0.4610, -0.7145], [6.2627, -3.6847, -1.9977], [4.3465, -2.9185, -0.6361], [2.7204, -0.9175, -4.0603], [4.6495, -1.6808, -5.4147], [-4.4675, 1.5343, 1.8489], [-4.2128, 0.1513, 1.3069], [-2.5997, -0.3225, 2.0943], [-2.4670, 0.7616, 3.1411], [-1.5791, -0.4230, 0.9625], [-2.7721, -1.9292, 2.8432], [-1.5527, -2.1762, 3.6157], [-5.4011, 1.6543, 2.2301], [-4.3011, 2.2593, 1.1553], [-3.7066, 1.5934, 2.6140], [-4.1399, 0.1776, 0.2243], [-5.0317, -0.5011, 1.6004], [-2.8348, -2.6598, 2.0339], [-3.7010, -1.9529, 3.4253], [0.1593, -1.6250, 2.7570], [-1.4570, -3.1607, 3.8282], [-1.5505, -1.6479, 4.4780]],
  "mulliken_charge": [0.528, -0.558, 0.485, -0.413, -0.468, -0.320, 0.360, -0.426, 0.654, -0.496, 0.691, -0.351, -0.891, 1.019, -0.772, -0.430, -0.967, -0.106, 0.287, 0.512, 0.527, 0.593, 0.459, 0.465, 0.322, -0.453, -0.075, 0.558, -0.839, -0.194, 0.106, -0.181, -0.792, 0.289, -0.223, 0.450, 0.446, 0.465, 0.452, -0.232, -0.984, 0.771, -1.019, -0.353, -0.554, -0.509, 0.356, 0.298, 0.334, 0.360, 0.419, 0.169, 0.395, 0.380, 0.240, 0.219],
  "total_charge": 1,
  "e_homo_ev": [-10.6, -10.7],
  "multiplicity": 3
}

{
  "formula": "C22H20F3LiN7S2",
  "method": "ωB97M-V with the def2-TZVPD basis set",
  "elements": ["Li", "N", "C", "S", "N", "N", "C", "C", "C", "C", "C", "C", "C", "C", "C", "C", "C", "C", "N", "H", "H", "H", "H", "H", "H", "H", "H", "H", "H", "H", "F", "C", "F", "F", "C", "C", "C", "C", "N", "C", "S", "H", "H", "H", "C", "N", "C", "C", "N", "H", "H", "H", "H", "H", "H"],
  "positions_angstrom": [[-0.1284, -0.2330, -0.3792], [3.2361, -0.4637, 2.7253], [2.5660, 0.1271, 1.6714], [3.2308, 0.0105, 0.1238], [1.4614, 0.7541, 2.0437], [0.5477, 1.0170, 1.1188], [-0.3140, 1.9503, 1.3890], [-0.2140, 2.7868, 2.6153], [-1.2604, 2.8442, 3.5339], [-1.1612, 3.6276, 4.6740], [-0.0116, 4.3648, 4.9151], [1.0424, 4.3041, 4.0133], [0.9441, 3.5169, 2.8772], [-1.4017, 2.1702, 0.4341], [-2.2728, 3.2641, 0.5349], [-3.3012, 3.3988, -0.3782], [-3.4409, 2.4592, -1.3879], [-2.5084, 1.4336, -1.4497], [-1.5234, 1.2878, -0.5725], [4.2133, -0.6158, 2.5538], [2.9884, -0.1200, 3.6411], [-2.1553, 2.2597, 3.3544], [-1.9861, 3.6682, 5.3755], [0.0658, 4.9792, 5.8040], [1.9425, 4.8787, 4.1953], [1.7668, 3.4626, 2.1764], [-2.1335, 3.9961, 1.3162], [-3.9868, 4.2346, -0.3043], [-4.2372, 2.5124, -2.1168], [-2.5554, 0.6771, -2.2230], [-5.5016, -2.0190, -0.6402], [-4.8820, -3.0152, 0.0192], [-5.7593, -3.3932, 0.9990], [-4.8119, -4.0741, -0.8158], [-3.5650, -2.6290, 0.6150], [-3.3921, -2.7856, 1.9736], [-2.1878, -2.4311, 2.5636], [-1.2152, -1.8959, 1.7398], [-1.3451, -1.7312, 0.4280], [-2.4968, -2.1205, -0.1987], [-2.6226, -2.0152, -1.8837], [-4.2022, -3.1813, 2.5723], [-2.0179, -2.5544, 3.6236], [-0.2643, -1.5751, 2.1590], [2.7326, -3.7157, -3.1409], [1.3783, -3.4020, -2.7320], [0.3060, -4.2341, -3.2565], [1.1050, -2.2018, -2.2526], [0.8642, -1.1600, -1.8194], [2.9706, -4.7414, -2.8526], [3.4293, -3.0385, -2.6519], [2.8501, -3.6224, -4.2266], [0.3718, -5.2367, -2.8280], [0.3766, -4.3118, -4.3476], [-0.6564, -3.7959, -2.9965]],
  "mulliken_charge": [1.044, -0.492, 0.198, -0.487, -0.907, 0.664, -0.014, 0.066, -0.083, -0.704, -0.376, -0.685, -0.164, 0.153, -0.846, -0.426, -1.006, -0.147, 0.026, 0.222, 0.239, 0.522, 0.368, 0.373, 0.366, 0.448, 0.446, 0.419, 0.386, 0.553, -0.234, 0.590, -0.328, -0.250, -0.175, -0.056, -1.044, -0.172, -0.227, 0.148, -0.454, 0.456, 0.426, 0.353, -0.950, 0.070, -0.733, 0.320, -0.554, 0.292, 0.331, 0.321, 0.285, 0.288, 0.143],
  "total_charge": -1,
  "e_homo_ev": -4.2,
  "multiplicity": 1
}

{
  "formula": "C22H20F3N5O3S",
  "method": "ωB97M-V with the def2-TZVPD basis set",
  "elements": ["O", "C", "N", "C", "C", "C", "C", "C", "O", "H", "H", "H", "H", "H", "H", "C", "H", "H", "S", "C", "N", "N", "C", "N", "C", "C", "C", "C", "C", "O", "H", "H", "H", "H", "H", "C", "N", "C", "C", "C", "C", "C", "C", "H", "H", "H", "C", "F", "F", "F", "H", "H", "H", "H"],
  "positions_angstrom": [[4.3381, 2.1372, 2.2559], [3.3830, 1.6160, 2.4617], [3.1831, 0.3873, 2.5338], [4.0308, -0.6902, 1.9942], [3.3972, -1.5644, 0.7139], [2.7884, -2.7284, 0.8241], [2.2673, -2.8964, -0.3838], [2.5959, -1.5609, -1.2812], [3.1730, -0.7128, -0.4049], [2.4750, -1.2729, -2.1637], [1.8260, -3.4284, -0.9642], [2.7036, -3.2836, 1.4439], [4.8767, -0.2685, 1.5949], [4.2775, -1.2895, 2.8318], [2.0529, -0.0485, 2.5185], [1.9134, 2.4150, 2.9102], [2.3056, 3.2640, 3.2180], [1.2637, 1.8872, 3.5441], [1.1978, 2.9021, 1.1690], [0.4349, 1.2670, 0.9936], [0.3779, 0.1776, 1.5818], [-0.2371, -0.7418, 1.1415], [-0.4147, -0.3045, -0.1555], [-0.1379, 0.9544, -0.1659], [-0.1219, 1.9343, -1.7422], [1.1930, 1.5968, -2.3388], [1.3300, 0.7609, -3.5242], [2.7478, 1.2025, -3.8053], [3.1566, 1.6720, -2.5984], [2.3110, 1.9939, -1.7646], [4.2496, 2.1084, -2.5173], [3.2059, 0.6364, -4.7512], [0.6120, 0.5249, -4.1260], [-1.0298, 1.4080, -2.1152], [-0.2122, 2.7295, -1.1371], [-1.0024, -1.0714, -1.2211], [-2.0443, -2.1173, -0.8706], [-3.1541, -1.5547, 0.2229], [-3.5832, -0.2154, -0.2370], [-4.8099, 0.3550, 0.4832], [-5.3669, -0.6473, 1.3949], [-5.1801, -1.8080, 1.6776], [-4.0128, -2.4169, 0.8466], [-3.6527, -3.5344, 1.0195], [-5.7149, -2.4558, 2.0266], [-6.1641, -0.2383, 1.7146], [-5.0106, 1.5372, 0.1573], [-5.6102, 1.6280, -1.0248], [-4.0036, 2.5643, -0.0741], [-6.0340, 2.2325, 1.0943], [-2.9919, 0.4515, -0.9520], [-1.6783, -2.8997, -0.2880], [-0.0949, -1.8559, -1.8086], [-1.4056, -0.7382, -1.9527]],
  "mulliken_charge": [-0.536, 0.712, -0.242, -1.312, 0.185, -1.729, -0.866, -0.906, -0.091, 1.302, 1.033, 1.285, 0.519, 0.462, 0.452, -1.129, 0.558, 0.454, -0.153, 0.662, -0.138, -1.097, 1.398, -0.159, -0.964, 1.084, -0.919, -0.812, 0.025, -0.095, 0.253, 0.279, 0.792, 0.414, 0.397, -2.196, -0.474, 0.323, 0.028, -0.619, -0.855, -1.060, -0.272, 0.218, 0.729, 0.595, 1.671, -0.232, -0.257, -0.358, 0.068, 0.396, 0.156, 1.020],
  "e_homo_ev": -7.9,
  "multiplicity": 1
}

{
  "formula": "C22H20FN3O4S",
  "method": "ωB97M-V with the def2-TZVPD basis set",
  "elements": ["O", "C", "C", "C", "C", "C", "F", "C", "S", "O", "O", "N", "C", "C", "O", "C", "C", "C", "N", "C", "C", "C", "C", "C", "C", "C", "C", "C", "C", "C", "N", "H", "H", "H", "H", "H", "H", "H", "H", "H", "H", "H", "H", "H", "H", "H", "H", "H", "H", "H", "H"],
  "positions_angstrom": [[2.1110, 3.0139, 0.5065], [1.6779, 1.8881, 0.3854], [0.2304, 1.5959, 0.6239], [-0.4485, 2.3539, 1.5763], [-1.8181, 2.2452, 1.7203], [-2.5155, 1.3845, 0.8876], [-3.8479, 1.3170, 1.0005], [-1.8581, 0.6193, -0.0586], [-2.7369, -0.4582, -1.2160], [-1.7366, -0.9857, -2.0951], [-3.8350, 0.2716, -1.7651], [-3.3700, -1.7671, -0.4132], [-4.5792, -1.5889, 0.3568], [-4.2477, -1.5317, 1.8631], [-2.8895, -1.1946, 2.0511], [-2.0247, -2.2071, 1.5897], [-2.4151, -2.6739, 0.1684], [-0.4888, 0.7291, -0.1944], [2.4549, 0.8387, -0.0446], [3.6758, 1.1050, -0.7233], [4.8283, 0.4177, -0.3657], [6.0134, 0.6709, -1.0311], [6.0564, 1.6144, -2.0436], [4.9067, 2.3020, -2.3935], [3.7142, 2.0478, -1.7411], [2.1510, -0.5009, 0.2224], [1.6582, -0.8928, 1.4696], [1.4286, -2.2396, 1.6811], [1.6783, -3.1399, 0.6539], [2.1759, -2.6435, -0.5406], [2.4155, -1.3634, -0.7484], [0.1143, 3.0443, 2.1865], [-2.3564, 2.8300, 2.4490], [-5.2593, -2.4207, 0.1426], [-5.0347, -0.6640, 0.0054], [-4.8220, -0.7529, 2.3645], [-4.4553, -2.4989, 2.3435], [-1.0292, -1.7603, 1.5989], [-2.0437, -3.0581, 2.2886], [-2.8675, -3.6705, 0.1948], [-1.5516, -2.6946, -0.4959], [-0.0180, 0.1542, -0.9772], [4.7946, -0.3111, 0.4308], [6.9076, 0.1338, -0.7518], [6.9844, 1.8133, -2.5582], [4.9350, 3.0370, -3.1838], [2.8164, 2.5791, -2.0149], [1.4905, -0.1639, 2.2471], [1.0796, -2.5865, 2.6430], [1.5082, -4.1962, 0.7856], [2.4033, -3.2951, -1.3729]],
  "mulliken_charge": [-0.590, 0.310, -0.460, -0.649, -0.931, 0.758, -0.384, -0.472, 1.336, -0.740, -0.747, 0.047, -0.690, -0.409, -0.421, 0.346, -0.821, 0.607, 0.777, 0.262, -0.094, -0.788, -0.403, -0.806, -0.290, -0.295, -0.110, -0.452, -0.327, -0.713, -0.341, 0.493, 0.484, 0.371, 0.349, 0.319, 0.342, -0.587, 0.554, 0.310, 0.432, 0.729, 0.374, 0.372, 0.387, 0.369, 0.401, 0.479, 0.402, 0.444, 0.468],
  "e_homo_ev": -8.5,
  "multiplicity": 1
}